The molecule C3H6ClF in a non-equilibrium geometry, computed with the ωB97M-V functional and the def2-TZVPD basis.

As for the charge: 0. The total energy comes out at -18445.1029 eV. For the max |F|, the calculation gives 5.323 eV/A. As for the HOMO energy: -11.074 eV. As for the structure (SMILES): CC(C)(F)Cl.

Last column: Löwdin charge in e.
Positions of all 11 atoms, in Å:
C: 1.2858 -0.2771 1.0210  -0.123
H: 1.3657 -1.4439 1.4340  0.141
F: 0.3809 -1.2618 -0.8543  -0.119
C: 0.8056 1.2054 -0.5994  -0.191
C: 0.2058 -0.0229 -0.1012  -1.013
H: 1.8757 1.1036 -0.8050  0.045
H: 0.9445 1.7056 0.5434  0.138
H: 0.3176 1.9170 -1.6038  0.176
H: 2.3464 0.2952 0.5545  0.144
Cl: -1.4746 0.1116 0.2219  0.727
H: 1.0061 0.4489 1.8707  0.076



A structure of composition C17H23Cl5NO2P2Y in a non-equilibrium geometry, computed with the ωB97M-V functional and the def2-TZVPD basis.

As for the charge: +2. The total energy comes out at -105805.6619 eV. For the max |F|, the calculation gives 2.339 eV/A. As for the HOMO energy (spin up / spin down): -13.610 / -13.610 eV.

Last column: Löwdin charge in e.
Positions of all 51 atoms, in Å:
C: 4.0373 -0.5185 0.7037  -0.241
H: -4.8017 1.0896 -0.5060  0.067
P: 2.2795 -0.9609 0.4779  0.886
Y: 0.3867 1.1919 0.3605  0.943
C: 1.0832 -1.4839 -2.0673  -0.311
H: 4.2999 0.3750 0.1227  0.055
H: 4.1097 -0.2743 1.7700  0.063
H: -2.9208 3.1464 -1.9925  0.049
C: -2.5025 -0.6075 -1.6922  -0.288
C: -1.5770 -1.4190 3.7573  -0.698
C: 1.0707 -2.3360 -3.2152  0.067
Cl: -1.6535 -0.5531 6.3406  0.754
H: -0.1854 5.5267 -1.5839  0.081
H: 4.7343 -1.3334 0.4689  0.071
C: -3.8885 1.0382 0.1042  -0.241
H: -0.7116 4.1420 -0.8433  -0.012
H: 3.0680 1.7880 -2.1984  0.093
Cl: -0.6040 2.2061 5.2315  0.737
Cl: -2.1476 -2.8956 4.3690  0.741
H: -2.2488 -2.4308 -3.5852  0.146
O: -0.3739 4.5547 -1.6915  -0.133
Cl: -1.5685 -2.5544 1.2904  0.681
H: 2.9872 -3.3014 0.5473  0.074
H: -3.9549 0.1492 0.7403  0.049
H: 0.0904 1.8035 2.4619  -0.109
H: -0.1796 -3.4195 -4.6230  0.149
P: -2.3357 1.0282 -0.8750  0.851
H: 2.0286 -2.6394 -3.6343  0.142
C: 2.1450 -2.7222 0.9569  -0.210
C: -0.7711 -0.0554 1.9155  -0.358
C: -0.4186 0.8704 2.8722  -0.282
Cl: 0.6564 3.3416 1.4669  0.096
C: -1.2695 -2.1537 -3.2214  0.067
N: -0.0875 -0.9014 -1.6084  0.108
C: -1.3557 -0.3530 4.6789  -0.697
C: -0.1331 -2.7263 -3.7714  0.029
H: -3.8769 1.7984 -2.6723  0.062
C: -0.8028 0.8376 4.2044  -0.673
C: -1.3179 -1.2356 2.3854  -0.714
O: 2.2059 1.3977 -1.9654  -0.089
H: 1.6846 2.0310 -2.5178  0.093
H: -2.9178 -1.3153 -0.9763  0.081
C: -2.8826 2.0877 -2.2902  -0.265
H: -3.8842 1.9148 0.7638  0.058
H: 3.2084 -1.3693 -1.9132  0.126
H: 2.1389 -2.8181 2.0408  0.071
C: 2.2902 -1.3709 -1.3187  -0.046
H: -2.1592 2.0039 -3.1143  0.048
H: 1.2053 -3.1440 0.5790  0.031
H: -3.1723 -0.5325 -2.5472  0.103
C: -1.2304 -1.2284 -2.1945  -0.305



A structure of composition C5H11N6S in a non-equilibrium geometry, computed with the ωB97M-V functional and the def2-TZVPD basis.

As for the charge: +1. The total energy comes out at -25127.9993 eV. For the max |F|, the calculation gives 6.399 eV/A. As for the HOMO energy: -13.267 eV.

Last column: Löwdin charge in e.
Positions of all 23 atoms, in Å:
C: 0.3216 -2.3883 -0.8918  -0.093
N: -3.9251 1.1320 -0.2746  -0.208
S: -4.0359 -0.5277 -0.0794  1.075
C: 2.3546 2.4339 -0.2056  -0.027
N: -0.4679 0.4426 0.3951  0.026
H: 3.3663 2.0734 -0.3423  0.098
N: -2.4931 -0.7372 0.2260  -0.264
C: 0.8272 -1.8428 0.4614  -0.281
H: -2.5037 2.4521 -0.1143  0.090
N: 0.3691 1.3055 0.0505  0.117
H: 2.1429 0.5854 0.7818  0.177
H: 1.1419 -2.8005 -1.4076  0.058
H: -0.6450 -1.4662 1.6679  0.110
H: 2.1242 3.3273 0.4515  0.123
N: 0.0878 -0.8584 1.2720  0.085
C: -2.6824 1.4566 -0.0975  -0.196
H: 0.9772 -2.6964 1.1798  0.141
H: -0.4382 -3.1674 -0.7206  0.085
H: -0.0361 -1.6174 -1.5556  0.063
N: 1.6042 1.3280 0.2733  -0.043
H: 1.8646 -1.4475 0.0712  0.118
H: 1.8450 2.6273 -1.2233  0.129
C: -1.7992 0.3857 0.0820  -0.384



A structure of composition C35H45N7O3PS3Ta in a non-equilibrium geometry, computed with the ωB97M-V functional and the def2-TZVPD basis.

As for the charge: +2. The total energy comes out at -96933.8012 eV. For the max |F|, the calculation gives 2.505 eV/A. As for the HOMO energy: -12.185 eV.

Last column: Löwdin charge in e.
Positions of all 95 atoms, in Å:
H: -6.6019 -2.8551 1.6738  0.087
H: -1.2170 4.2361 1.4049  0.121
H: 2.6380 -1.5988 6.5762  0.098
H: 3.6660 0.6837 -0.3290  0.100
C: 1.8336 -1.4727 4.5923  -0.241
C: 3.7207 1.4153 -1.1298  -0.140
C: -4.6835 -0.0377 1.9065  0.053
H: 3.8629 -1.6491 5.3104  0.085
C: 0.6575 -2.4060 -0.4332  -0.541
C: -1.9255 -2.4723 -1.7750  -0.488
N: 6.3049 3.4485 -4.5486  0.099
H: -1.9604 -2.7812 -3.9324  0.092
H: -4.0496 -2.5834 -1.9706  0.098
C: 0.5625 -2.0411 4.5174  -0.003
C: 4.9468 1.7560 -1.6600  -0.022
H: -0.1202 0.9110 -3.6071  0.043
H: -0.8422 -3.8780 -3.1067  0.067
P: -0.4235 -1.3740 -1.4910  1.046
H: 3.0829 0.0582 3.7897  0.125
H: -0.2256 -0.1717 -4.9954  0.099
O: -3.2612 2.0316 -2.9920  -0.260
C: 2.2263 3.3436 1.8152  0.010
N: -1.9317 2.2749 1.5231  -0.076
C: 1.1514 0.0735 2.8630  -0.134
H: 1.5807 -3.6671 -1.9653  0.081
S: -0.8554 2.8014 -1.5281  0.474
S: 7.6523 3.2291 -2.2939  0.727
C: 0.3146 -1.1727 -3.1686  -0.519
H: -1.5283 -0.1363 -3.8148  0.064
N: 0.8435 1.7435 1.0365  -0.094
H: 1.6847 -4.2919 -0.3250  0.095
H: 2.4057 -1.7583 -2.8659  0.070
C: -6.4865 -1.7783 1.7746  -0.013
H: -4.7126 2.4743 3.1776  0.145
N: -3.0617 1.7403 2.0712  -0.045
C: 1.3434 2.9775 0.8231  -0.180
C: 3.7996 3.2209 -3.1361  -0.001
C: -4.0148 -2.3147 1.5893  -0.003
H: -7.0231 -1.2973 0.9550  0.100
C: -0.4431 -0.0805 -3.9307  -0.101
C: 4.9994 2.6836 -2.6916  -0.222
H: -6.9685 -1.4686 2.7032  0.099
H: 0.1291 -2.1251 -3.6598  0.090
C: 1.8954 -1.6439 0.0548  -0.110
H: -5.4642 0.7090 1.9852  0.136
H: 0.2960 -2.8509 5.1857  0.131
C: -3.3559 0.3589 1.9101  -0.124
C: -0.3625 -1.6072 3.5890  0.010
H: -3.4568 4.8671 2.8345  0.125
H: 2.2889 -2.1148 0.9579  0.095
C: -3.3019 -1.8015 -1.8217  -0.104
N: -0.9460 -0.1855 1.6707  -0.132
O: -2.5725 0.7913 -0.9580  -0.590
H: 7.1532 3.7872 -4.9744  0.111
C: -2.6990 -1.9205 1.5434  -0.040
C: -3.7960 2.7025 2.6597  0.002
C: 1.8156 -0.9017 -3.1868  -0.087
H: -1.3316 -2.0837 3.5553  0.113
H: 1.6804 3.2748 -2.8510  0.081
H: 5.8628 1.3225 -1.2815  0.101
C: -3.1425 3.8980 2.4873  0.008
H: 1.0445 3.5492 -0.0352  0.054
H: -2.5748 -4.1176 -2.9695  0.098
C: -2.3319 -0.5803 1.7220  -0.261
C: -5.0371 -1.3737 1.7675  -0.217
C: 2.6172 2.8326 -2.5230  -0.146
N: 2.5550 1.9405 -1.5323  0.018
C: -0.0654 -0.5703 2.7081  -0.200
C: 6.3305 3.1252 -3.2461  -0.843
H: 2.0751 -0.0460 -2.5735  0.038
H: 1.6861 -0.5984 0.2928  0.023
C: -1.7940 -3.3573 -3.0209  -0.100
H: 5.5061 3.2832 -5.1350  0.105
N: 1.4391 1.3097 2.1906  -0.028
C: 2.1043 -0.4046 3.7525  0.026
C: 2.8578 -1.9742 5.5748  -0.024
H: 2.7740 4.2653 1.9095  0.126
H: 0.0168 -2.5893 0.4369  0.079
H: 2.1097 -0.6741 -4.2141  0.099
H: -3.3851 -1.1076 -2.6595  0.080
C: 1.0344 -3.7653 -1.0267  -0.077
S: -2.8543 2.2387 -1.6535  0.257
C: -2.0026 3.5852 1.7545  -0.097
H: 3.7693 3.9631 -3.9239  0.120
H: 2.7832 2.1233 3.5936  0.143
Ta: -0.9506 0.9119 0.0099  1.583
H: -1.9158 -2.6512 1.3883  0.114
H: -3.5597 -1.2728 -0.9116  0.036
O: -3.6561 2.9948 -0.7582  -0.282
H: 0.1649 -4.3989 -1.1985  0.074
H: -4.2664 -3.3607 1.4634  0.134
H: -1.8962 -3.1229 -0.8945  0.090
H: 2.6851 -1.6507 -0.6943  0.073
C: 2.2527 2.2625 2.6673  0.003
H: 2.8507 -3.0623 5.6262  0.091



A cluster of 5 separate species, C2H14O4S in total in a non-equilibrium geometry, computed with the ωB97M-V functional and the def2-TZVPD basis.

As for the charge: 0. The total energy comes out at -21326.1224 eV. For the max |F|, the calculation gives 1.838 eV/A. As for the HOMO energy: -9.171 eV. As for the structure (SMILES): CCS.O.O.O.O.

Last column: Löwdin charge in e.
Positions of all 21 atoms, in Å:
H: 0.4369 3.7359 -0.1920  0.068
H: -3.7853 -2.4894 -2.8997  0.028
C: 0.2649 1.8289 0.7735  -0.640
O: -0.2300 -0.4507 -2.2903  -0.060
H: -0.4925 -1.4481 0.8044  0.032
H: 4.4062 -3.6041 0.6886  0.030
H: -1.5185 2.0375 2.1776  -0.139
O: -3.0662 -2.1613 -2.3537  -0.066
S: -1.5054 1.4636 0.9661  0.688
H: -0.1476 0.4926 -2.1001  0.028
H: 0.3737 -2.4388 0.1184  0.051
H: 5.2291 -2.2953 0.5956  0.031
H: -0.0139 3.8284 1.5223  0.056
H: -2.3880 -1.8161 -2.9424  0.014
O: 4.6481 -2.8058 1.1680  -0.061
H: 0.7274 1.3041 -0.0567  0.047
O: 0.4369 -1.5777 0.5542  -0.068
C: 0.6280 3.3297 0.8017  -0.158
H: 1.6690 3.4141 1.0289  0.060
H: -0.0234 -0.8616 -1.4385  -0.003
H: 0.7862 1.3491 1.6067  0.062



A cluster of 14 separate species, C4H35N2O14S in total in a non-equilibrium geometry, computed with the ωB97M-V functional and the def2-TZVPD basis.

As for the charge: -1. The total energy comes out at -47199.4133 eV. For the max |F|, the calculation gives 2.422 eV/A. As for the HOMO energy: -4.816 eV.

Last column: Löwdin charge in e.
Positions of all 56 atoms, in Å:
O: -2.5917 0.5145 4.1701  -0.051
H: -2.4275 2.1077 -3.6052  0.034
H: 4.5851 -0.9841 -2.0727  -0.001
H: 1.6368 1.4098 -2.4251  0.016
O: 0.2929 2.7264 -0.7976  -0.041
C: -2.3802 -0.2620 -0.3666  -0.600
H: -2.6584 0.2400 1.6315  0.055
H: 3.3749 -3.8484 1.2655  -0.034
H: 0.3394 -1.9941 -3.1522  0.067
H: 4.0633 0.2518 -0.3449  -0.018
O: -4.4104 2.3407 1.6767  -0.055
H: 1.7553 2.4254 3.4639  0.030
N: -3.1089 -0.1144 0.8024  0.158
O: 3.1565 -4.5917 1.8088  -0.109
H: -3.8524 1.9818 2.3725  0.012
H: 0.9999 -1.1474 4.4294  0.006
H: 0.5434 -0.4621 2.2711  -0.087
O: -2.6041 0.4498 -1.3656  -0.012
H: -1.7387 0.1593 3.8822  0.002
H: 1.6302 -2.0144 -1.3363  0.028
H: 1.5449 1.6163 2.1247  0.002
O: 5.0485 -1.7230 -2.4781  -0.060
H: -0.9883 -0.9237 -3.3736  0.066
H: -0.2712 2.7272 -0.0152  0.057
H: -1.1902 -2.5140 -2.5972  0.075
H: -1.1271 -1.7989 0.2571  0.044
H: -3.9433 -2.7333 -1.2905  0.019
C: 1.0903 -1.2722 -0.7301  -0.608
O: 1.6041 2.4848 2.5220  -0.066
C: -0.5675 -1.6303 -2.6555  -0.043
H: -4.5044 -1.4269 -1.8321  0.017
H: 1.8834 -0.5210 -0.7753  0.018
H: 0.2784 -1.0438 5.8020  0.017
O: -4.4881 -2.3749 -1.9841  -0.053
H: -0.5072 0.6126 2.1039  0.022
C: -0.2325 -0.8245 -1.3875  -0.377
O: 0.6170 2.7748 -3.4226  -0.063
H: -0.2280 0.2362 -1.6185  0.104
H: 4.4320 -2.4525 -2.3626  0.029
O: 0.0706 0.2398 2.7781  -0.133
H: 2.8655 2.0652 -2.6333  0.049
S: 1.0517 -2.1502 0.8664  0.454
O: -2.3182 2.8076 -2.9552  -0.067
H: -2.3987 0.8686 5.0337  0.032
H: -1.9498 2.3472 -2.1896  -0.006
H: -0.0066 2.3179 -3.9836  0.037
H: 0.1844 3.3084 -2.7528  0.020
H: 1.1458 2.7438 -0.3989  0.025
O: 2.4623 1.5572 -1.9141  -0.083
O: 1.0802 -1.3327 5.3709  -0.054
N: -1.3049 -1.0567 -0.4148  0.056
H: -4.0075 0.3272 0.7600  0.069
O: 4.8883 0.1109 0.0920  -0.040
H: 2.2379 -4.3803 2.0144  -0.023
H: 4.8947 -0.4075 0.8939  0.040
H: -3.9518 2.2319 0.8384  0.024